{"formula": "C7H14", "method": "ωB97M-V/def2-TZVPD", "smiles": "C/C=C/CCCC", "relative_energy_kcal_mol": 32.11, "lumo_energy_ev": 1.25, "total_charge": 0, "energy_ha": -275.0651, "spin_multiplicity": 1, "homo_lumo_gap_ev": 10.226, "homo_ev": -8.974, "symbols": ["H", "H", "C", "C", "C", "C", "H", "H", "H", "H", "H", "H", "H", "H", "H", "H", "H", "H", "C", "C", "C"], "coordinates": [[-2.93860, -0.51247, 0.44594], [-1.41279, -0.38979, 2.98018], [2.00782, -0.24655, -1.16741], [-2.30917, -0.55157, 2.37044], [-1.92929, -0.51681, 0.87959], [-1.23278, 0.78341, 0.49207], [3.16924, -1.10954, -2.78346], [-1.63780, 1.56874, 1.10450], [0.67965, 1.58700, 0.99393], [-1.48848, -1.46559, 0.57449], [-2.69664, -1.52905, 2.62901], [2.61276, -0.85072, -0.50353], [1.52817, -0.30087, -3.24010], [-1.41201, 0.90732, -0.57057], [-3.00576, 0.24938, 2.57762], [0.52693, -0.13702, 1.31030], [0.55001, 1.09773, -1.53340], [2.91915, 0.59517, -2.89902], [0.33620, 0.63475, 0.57086], [0.93019, 0.41864, -0.77062], [2.42226, -0.34925, -2.62807]], "forces_ev_per_angstrom": [[0.25, -0.09, -0.60], [-0.12, 0.01, 0.16], [-0.08, -0.90, -0.28], [1.50, -0.15, -0.21], [-2.01, 0.21, 0.75], [1.35, -2.02, -0.90], [-0.34, -0.60, -0.41], [-0.01, 0.56, 0.02], [0.38, -0.16, -0.10], [0.53, 0.29, -0.16], [-0.37, -0.04, 0.20], [-0.17, -0.05, 0.39], [0.08, -0.87, -0.38], [-0.47, 0.71, -0.07], [-0.30, 0.02, 0.21], [0.50, -0.20, -0.05], [-0.53, -0.22, -0.10], [0.20, -0.12, 0.07], [-1.31, 0.88, 0.94], [0.86, 0.62, -0.37], [0.04, 2.12, 0.88]], "nbo_charge": [0.193, 0.191, -0.166, -0.601, -0.397, -0.387, 0.220, 0.203, 0.213, 0.204, 0.208, 0.189, 0.221, 0.203, 0.199, 0.207, 0.178, 0.213, -0.438, -0.200, -0.652]}